Below is C20H52F6FeNO24S2 as an isolated structure at a distorted geometry, with properties calculated with wB97M-V/def2-TZVPD.

## Properties
Spin multiplicity: 5
Gap between HOMO and LUMO (spin up / spin down) in eV: 7.315 / 6.731
Charge: +1
HOMO (spin up / spin down) in eV: -11.4344 / -11.4344
Electronic energy in eV: -144565.8513

Element x y z (Å)
Fe -0.85340 -3.11190 -3.02663
C -0.12330 1.15986 -3.22711
F 0.75444 1.18886 -2.25574
F -0.50999 2.36691 -3.55285
F 0.41830 0.57892 -4.29317
S -1.66498 0.23281 -2.66718
O -2.30477 1.07566 -1.73010
O -2.39923 -0.00312 -3.88443
N -1.16403 -1.34151 -2.04624
S -1.00267 -1.15578 -0.41916
O -0.35600 -2.36600 0.06007
O -0.35657 0.05239 0.03469
C -2.80290 -1.22076 0.21358
F -3.62238 -1.40371 -0.80058
F -2.76839 -2.17483 1.10076
F -3.04961 -0.05664 0.75390
O -2.55743 -3.07428 -4.40605
H -3.16560 -3.75930 -4.71842
H -3.08059 -2.25391 -4.38899
O -3.91782 1.70961 -5.33903
H -3.15911 1.28080 -4.90223
H -4.22869 1.06803 -5.98471
O 0.80416 -3.65323 -1.97310
H 1.34115 -2.96661 -1.54714
H 1.24746 -4.48947 -1.76817
O 0.33793 -2.10594 -4.44917
H 0.66081 -2.08845 -5.37261
H 0.49211 -1.21447 -4.12305
O -4.58741 -3.73438 -1.42633
H -4.76889 -3.00479 -0.82946
H -5.15630 -4.44704 -1.11174
C 4.55306 6.66500 0.46070
C 3.21293 6.13188 -0.00577
C 2.85802 6.39826 -1.49126
O 2.61953 5.11263 -2.03635
C 2.88357 4.15327 -1.11876
O 2.89222 2.98591 -1.33407
O 3.25872 4.72244 0.03801
H 4.58762 7.66489 0.89234
H 5.32821 6.56054 -0.29753
H 4.82991 6.05299 1.32466
H 2.39129 6.61436 0.52783
H 3.63886 6.96137 -2.00083
H 1.93923 6.98340 -1.48584
C 1.18553 3.55217 2.52016
C 1.66793 2.11791 2.34495
C 3.13418 1.88821 2.08960
O 3.31681 0.57896 2.68068
C 2.35415 0.33003 3.60936
O 2.39897 -0.51399 4.43658
O 1.44168 1.32080 3.51002
H 0.15697 3.45803 2.86837
H 1.10076 3.99353 1.52543
H 1.79506 4.18481 3.16053
H 0.95870 1.62565 1.66946
H 3.84833 2.44784 2.69694
H 3.35730 1.73429 1.03657
C 3.16238 -3.37169 1.69409
C 4.35189 -3.66257 0.81730
C 5.40399 -2.50585 0.63986
O 6.61363 -3.05880 1.10063
C 6.40138 -4.28769 1.63905
O 7.25703 -4.94544 2.12601
O 5.15524 -4.69492 1.36947
H 2.67234 -4.30441 1.97962
H 2.39234 -2.82085 1.15010
H 3.48848 -2.89296 2.61751
H 4.00927 -3.88991 -0.19744
H 5.10498 -1.67323 1.27793
H 5.37691 -2.23179 -0.41181
C -0.39013 -4.82202 2.26918
O -0.30667 -4.86214 3.66757
H -1.24299 -4.23246 1.91580
H 0.52464 -4.40280 1.84434
H -0.60746 -5.82468 1.89541
H -0.54958 -4.02186 4.06341
C -5.80370 -2.49612 2.89877
O -6.98674 -2.16578 2.13638
H -5.32509 -3.39034 2.48810
H -4.98027 -1.78218 2.75875
H -6.09321 -2.51099 3.94718
H -6.70586 -1.27318 1.80685
C -5.67605 1.26141 2.06049
O -6.33998 0.25547 1.27045
H -4.82427 1.67765 1.52825
H -6.34730 2.04167 2.41721
H -5.31267 0.74794 2.95161
H -6.14400 0.50298 0.36152
C 2.85104 -0.46277 -7.03117
O 1.59673 -1.08178 -6.72929
H 3.51546 -1.21823 -7.46148
H 2.66843 0.32778 -7.75708
H 3.34149 -0.15650 -6.11176
H 1.21959 -1.50503 -7.50477
C -2.29364 3.36179 1.43988
O -2.24301 3.62711 2.84145
H -2.98462 4.05112 0.94445
H -1.29058 3.31739 1.01566
H -2.80595 2.40534 1.32437
H -1.73412 4.44493 2.87752
C -1.82064 -0.07509 3.93763
O -1.48657 -1.47254 4.03477
H -2.22149 0.09052 2.93912
H -2.70255 0.17836 4.53357
H -0.95945 0.54425 4.17006
H -1.09452 -1.55203 4.91210